C57H67BrF13N8O4PS | ωB97M-V/def2-TZVPD

Calculated values
HOMO level (eV): -7.87
Max |F| (eV Å⁻¹): 3.8
HOMO-LUMO gap (eV): 6.7
SMILES string: CCP(CC)c1c(CC(C)C)c(Br)c2c(c1CCC(F)(F)C(F)(F)C(F)(F)C(F)(F)S(F)(F)(F)(F)F)C(=O)C=C(COO)C2=O.c1cc[nH]c1.c1cc[nH]c1.c1cc[nH]c1.c1cc[nH]c1.c1cc[nH]c1.c1cc[nH]c1.c1cc[nH]c1.c1cc[nH]c1
LUMO energy (eV): -1.2
Multiplicity: 1

Structure (XYZ):
```
152
C57H67BrF13N8O4PS ωB97M-V/def2-TZVPD
C -0.0733 -2.7130 3.2405
C -1.2486 -1.6554 2.9955
P -0.6948 -0.5865 1.5569
C -1.2663 -1.2624 -0.0916
C -1.0694 -0.2048 -1.2552
C -1.1239 1.2177 1.7935
C -2.5016 1.6938 1.8537
C -3.7019 0.7285 1.7421
C -4.1866 0.4503 0.2745
C -5.3452 -0.6392 0.3927
C -4.8453 1.6871 -0.4456
C -2.7349 3.1380 2.0326
Br -4.6037 3.7346 2.1555
C -1.6211 4.0884 2.1165
C -0.2389 3.5776 2.0334
C -0.0043 2.1603 1.8898
C 1.4553 1.6062 1.7953
C 1.8551 0.7241 3.0416
C 3.1084 1.2199 3.8111
F 3.0771 2.6188 3.7851
F 3.1109 0.8928 5.1480
C 4.4853 0.8462 3.1109
F 5.4167 1.6874 3.6960
F 4.4522 1.1902 1.7923
C 4.9583 -0.6391 3.4000
F 3.9477 -1.4447 3.8670
F 5.8025 -0.5335 4.4909
C 5.8368 -1.3102 2.2809
F 6.6392 -2.2234 2.9189
F 6.7079 -0.4467 1.7059
S 4.9269 -2.2537 0.9357
F 3.5500 -1.4292 1.0875
F 4.4563 -3.4675 1.9347
F 6.3061 -3.1103 0.6649
F 5.4994 -1.1826 -0.1636
F 4.2528 -3.0615 -0.2904
C 0.8782 4.6235 2.1044
O 1.9129 4.5976 1.4879
C 0.6319 5.8575 3.0195
C -0.6268 6.3417 3.1021
C -0.7978 7.6151 4.0175
O -1.6506 8.5806 3.3969
O -2.1742 9.4186 4.3863
C -1.8091 5.6474 2.3171
O -2.7315 6.2693 1.8862
H 0.4401 -2.9426 2.2772
H -0.5352 -3.6707 3.6026
H 0.6506 -2.3741 4.0164
H -1.3659 -1.0924 3.9479
H -2.1466 -2.2455 2.6916
H -2.3188 -1.6348 -0.0534
H -0.5822 -2.1181 -0.3340
H -1.0174 0.8513 -0.8795
H -1.9633 -0.2341 -1.9319
H -0.1357 -0.3707 -1.8416
H -4.5927 1.0548 2.3379
H -3.3710 -0.2512 2.1847
H -3.4134 0.0122 -0.3950
H -5.1746 -1.3119 1.2726
H -6.3143 -0.1118 0.5793
H -5.4614 -1.2394 -0.5403
H -4.1315 2.5249 -0.6173
H -5.7518 2.0096 0.1141
H -5.2065 1.3146 -1.4426
H 2.1951 2.3890 1.5253
H 1.4264 0.9020 0.9197
H 1.9238 -0.3567 2.7548
H 0.9959 0.7697 3.7661
H 1.4638 6.3636 3.5582
H -1.1326 7.3178 5.0456
H 0.2289 8.0616 4.1319
H -1.9109 10.3262 4.1475
N 5.4217 -6.0625 0.9421
C 6.0351 -6.2253 -0.2704
C 6.3503 -7.5527 -0.4098
C 5.9050 -8.2178 0.7620
C 5.3344 -7.2732 1.5749
H 5.0853 -5.1846 1.3119
H 6.1948 -5.3848 -0.9262
H 6.8448 -7.9973 -1.2592
H 5.9921 -9.2699 0.9839
H 4.8760 -7.3574 2.5469
N 0.1341 3.6795 -3.8744
C 0.6933 2.8966 -4.8500
C 1.7931 2.2757 -4.3156
C 1.8990 2.6949 -2.9638
C 0.8600 3.5583 -2.7206
H -0.6831 4.2533 -3.9881
H 0.2621 2.8509 -5.8368
H 2.4481 1.5954 -4.8365
H 2.6506 2.3972 -2.2499
H 0.5765 4.0957 -1.8293
N -5.6949 -1.2023 -4.4389
C -5.1189 0.0067 -4.1594
C -5.7480 0.9610 -4.9163
C -6.7474 0.3029 -5.6801
C -6.6924 -1.0297 -5.3621
H -5.4279 -2.0803 -4.0304
H -4.3119 0.0820 -3.4482
H -5.5177 2.0147 -4.9208
H -7.4296 0.7555 -6.3821
H -7.2732 -1.8676 -5.7121
N -3.4032 -1.0562 -6.8684
C -3.2267 -2.3169 -6.3644
C -1.9847 -2.7568 -6.7486
C -1.3873 -1.7209 -7.5087
C -2.2847 -0.6850 -7.5622
H -4.2280 -0.4894 -6.7459
H -3.9970 -2.7899 -5.7795
H -1.5529 -3.7160 -6.5086
H -0.4097 -1.7325 -7.9641
H -2.2241 0.2822 -8.0343
N 4.3018 5.0910 -3.6962
C 5.1259 4.1573 -3.1341
C 6.4218 4.5358 -3.3760
C 6.3764 5.7497 -4.1089
C 5.0544 6.0679 -4.2883
H 3.2958 5.0621 -3.6758
H 4.7194 3.3068 -2.6137
H 7.3041 4.0014 -3.0608
H 7.2172 6.3248 -4.4636
H 4.5860 6.9017 -4.7857
N 3.5977 -11.6324 2.3240
C 4.4991 -11.0843 3.1958
C 3.9029 -10.0063 3.7964
C 2.5889 -9.9028 3.2710
C 2.4293 -10.9210 2.3676
H 3.7672 -12.4337 1.7422
H 5.4840 -11.5069 3.3114
H 4.3590 -9.3632 4.5326
H 1.8447 -9.1652 3.5270
H 1.5890 -11.1995 1.7527
N -2.6152 -5.1864 -2.4487
C -1.7834 -6.0966 -1.8528
C -0.4914 -5.6967 -2.0756
C -0.5444 -4.4956 -2.8304
C -1.8669 -4.2046 -3.0426
H -3.6186 -5.2318 -2.4492
H -2.1824 -6.9478 -1.3252
H 0.3944 -6.2086 -1.7340
H 0.2928 -3.9108 -3.1779
H -2.3397 -3.3871 -3.5644
N -4.9560 8.4984 4.3396
C -5.0122 7.1511 4.2168
C -6.2843 6.7476 4.5423
C -7.0214 7.9159 4.8736
C -6.1701 8.9846 4.7350
H -4.1262 9.0294 4.1578
H -4.1458 6.5912 3.9077
H -6.6446 5.7306 4.5414
H -8.0555 7.9671 5.1763
H -6.3237 10.0413 4.8834
```

These are the Mulliken partial charges, in e, on atoms 1 to 6:
1. C -0.9194
2. C -0.5755
3. P 0.4081
4. C -0.4591
5. C -0.7686
6. C 0.6687

=====

C4H8N2 | ωB97M-V/def2-TZVPD

Calculated values
HOMO level (eV): -8.74
Max |F| (eV Å⁻¹): 1.1
HOMO-LUMO gap (eV): 9.3
LUMO energy (eV): 0.6
Multiplicity: 1

Structure (XYZ):
```
14
C4H8N2 ωB97M-V/def2-TZVPD
C 0.9283 -1.4002 0.2252
N -0.1462 -0.4476 -0.0404
C -0.8246 0.0130 1.0294
C 0.1350 0.4744 -1.0199
C -0.9427 1.2812 -1.5064
N -1.8150 1.9520 -1.8758
H 1.7881 -0.8715 0.6570
H 1.2211 -1.8886 -0.7061
H 0.5755 -2.1595 0.9239
H -1.6780 0.6549 0.8346
H 0.2002 1.3262 1.0689
H -0.8828 -0.6370 1.8963
H 0.8701 0.1753 -1.7595
H 0.5711 1.5274 0.2731
```

These are the natural (NBO) partial charges, in e, on atoms 1 to 6:
1. C -0.4091
2. N -0.3022
3. C -0.2541
4. C -0.2800
5. C 0.2398
6. N -0.3277

=====

C5H5F2O2 | ωB97M-V/def2-TZVPD

Calculated values
Total charge: -1
HOMO level (eV): -4.50
Max |F| (eV Å⁻¹): 5.1
HOMO-LUMO gap (eV): 8.5
SMILES string: C[C@]1(C(=O)[O-])CC1(F)F
LUMO energy (eV): 4.0
Multiplicity: 1

Structure (XYZ):
```
14
C5H5F2O2 ωB97M-V/def2-TZVPD
C -1.1227 -1.0458 -0.9211
C -0.1515 -0.0610 1.4267
C -0.1904 0.0443 -0.1181
C 0.9743 -0.6049 0.6373
C 0.2210 1.3138 -0.8657
O -1.0423 -1.0691 -2.1555
O -1.7841 -1.7518 -0.1076
F 1.2909 -1.9550 0.7790
F 2.1869 0.0071 0.6224
H 0.0068 0.7730 1.9831
H -0.9742 -0.6496 1.8209
H 1.1309 1.7451 -0.6145
H -0.5703 2.2404 -0.6078
H 0.0246 1.0135 -1.8789
```

These are the natural (NBO) partial charges, in e, on atoms 1 to 6:
1. C 0.7929
2. C -0.5116
3. C -0.1990
4. C 0.6811
5. C -0.6052
6. O -0.7494

=====

C6H7BBrF5N2O6PTb | ωB97M-V/def2-TZVPD

Calculated values
Total charge: +2
HOMO level (spin up / spin down) (eV): -14.55 / -14.56
Max |F| (eV Å⁻¹): 5.0
HOMO-LUMO gap (spin up / spin down) (eV): 4.6 / 5.7
LUMO energy (spin up / spin down) (eV): -10.0 / -8.9
⟨S²⟩: 13.03
Multiplicity: 7

Structure (XYZ):
```
30
C6H7BBrF5N2O6PTb ωB97M-V/def2-TZVPD
C -0.8470 2.4420 2.1403
C -0.7349 1.6073 0.8488
Br -0.7783 3.0712 -0.5783
O 0.4633 0.9743 0.5523
B 0.2383 -0.1391 -0.3624
N 0.5777 0.3155 -1.8398
C 1.9267 0.5190 -2.0712
O 2.3159 1.6369 -2.0950
F 2.9129 -0.5405 -2.3482
C -0.0164 -0.5325 -2.8374
O 0.3971 -1.5523 -3.2259
F -1.1394 -0.0632 -3.3497
P 1.2972 -1.5767 0.4455
N 0.3866 -2.2537 1.6624
O 2.6570 -1.0534 1.1526
O 1.6922 -2.7779 -0.6202
O -1.1692 -0.2804 -0.3819
C -1.9354 0.6847 0.3826
C -2.6643 -0.2319 1.4403
F -2.1494 -0.1706 2.6666
F -2.5441 -1.5335 1.0634
F -3.9769 0.0071 1.4137
H -1.8764 2.7779 2.3538
H -0.5040 1.8157 2.9908
H -0.1570 3.2981 2.0549
H 0.2326 -3.2558 1.4841
H 2.7711 -1.5237 2.0041
H 0.8763 -3.2985 -0.7550
H -2.5473 1.1416 -0.4124
Tb 4.2950 0.4925 -3.7791
```

These are the Mulliken partial charges, in e, on atoms 1 to 6:
1. C -1.2725
2. C 0.5409
3. Br -0.1817
4. O -0.5181
5. B 0.6015
6. N 0.2230